C2H9N2 | ωB97M-V with the def2-TZVPD basis set

Last column: Löwdin charge in e.
Cartesian coordinates (Å):
N -1.90 -1.12 -1.09  0.29
H -0.91 1.17 0.79  0.10
H -2.74 -1.35 -0.56  0.15
H -2.06 -0.65 -1.98  0.16
H -1.44 -2.01 -1.32  0.15
C 2.09 0.41 0.58  0.02
C 0.82 0.11 0.78  -0.26
N -0.26 0.81 0.11  -0.01
H 2.50 1.18 -0.05  0.07
H 2.89 -0.20 0.97  0.07
H 0.50 -0.74 1.35  0.10
H -1.19 -0.56 -0.53  0.07
H 0.16 1.55 -0.44  0.10

Properties
orbital gap: 0.344 Ha
E_LUMO: -3.83 eV
net charge: +1
total energy: -190.8435 Ha
highest occupied orbital energy: -13.20 eV